Formula: BrHNO3S
Source: the OMol25 dataset
Level of theory: ωB97M-V/def2-TZVPD

The value obtained for the electronic energy is -88525.196 eV. The value obtained for the LUMO energy is 3.38 eV. The molecular weight comes out at 174.98 g/mol. The value obtained for the energy above the lowest of the compared OMol25 structures with the same formula, charge and spin is 53.55 kcal/mol. The calculation puts the HOMO energy at -0.1901 Eh. The HOMO-LUMO gap comes out at 8.6 eV. The calculation puts the max |F| at 6.0 eV Å⁻¹. As for the total charge: -1.

Each line ends with the Löwdin charge.
Cartesian coordinates (Å):
N: -0.46700 0.98975 0.08018  -0.677
O: -1.11544 -1.22182 -1.10471  -0.400
O: -0.56934 -1.10059 1.31314  -0.421
O: 1.21002 -0.86826 -0.33625  -0.474
S: -0.21322 -0.73933 -0.03920  0.199
Br: 0.84487 1.44284 1.21427  0.577
H: 0.31012 1.49740 -1.12743  0.196